No. 1
Computed, not measured: a cluster of 5 separate species, C20H46FN2O9P2 in total, with ωB97M-V/def2-TZVPD.

Calculated values
HOMO ... -11.85 eV
Net charge ... +1

Last column: Löwdin charge in e.
Positions of all 80 atoms, in Å:
C 4.857 -0.589 -1.023  -0.028
C 3.944 0.611 -0.892  -0.405
F 4.443 1.434 0.121  -0.021
C 2.504 0.321 -0.461  -0.221
P 1.419 -0.663 -1.496  0.687
N 0.685 -1.862 -0.622  -0.058
N 2.329 -1.464 -2.613  -0.088
P -0.086 0.697 -2.493  0.805
C -1.529 0.330 -1.434  -0.319
O 0.434 2.101 -1.783  -0.377
H 4.620 -1.339 -0.265  0.088
H 4.786 -1.048 -2.006  0.051
H 5.882 -0.249 -0.872  0.092
H 3.950 1.223 -1.801  0.139
H 2.504 -0.183 0.510  0.081
H 1.984 1.277 -0.347  0.080
H -0.286 -1.680 -0.393  0.041
H 1.185 -2.031 0.255  0.036
H 1.835 -2.199 -3.107  0.077
H 2.827 -0.908 -3.307  0.042
H -2.237 -0.303 -1.972  0.051
H -2.021 1.284 -1.228  0.053
H -1.325 -0.124 -0.467  -0.009
H 0.575 2.798 -2.427  0.052
O 2.447 -2.001 1.903  0.046
C 1.940 -2.593 2.836  -0.515
O 1.263 -1.874 3.730  0.010
C 0.587 -2.467 4.864  -0.213
C 1.535 -2.723 6.012  -0.054
C 2.119 -4.076 3.010  0.029
H 0.057 -3.367 4.553  0.114
H -0.159 -1.723 5.131  0.124
H 2.297 -3.457 5.752  0.073
H 0.976 -3.106 6.866  0.089
H 2.029 -1.799 6.309  0.089
H 3.084 -4.232 3.496  0.106
H 2.170 -4.529 2.024  0.096
H 1.353 -4.560 3.606  0.077
O -2.858 -0.498 1.237  0.065
C -2.862 0.456 1.980  -0.531
O -4.037 0.948 2.374  0.009
C -4.164 2.054 3.296  -0.204
C -4.059 3.383 2.585  -0.045
C -1.575 1.118 2.417  0.025
H -3.447 1.963 4.111  0.113
H -5.160 1.926 3.715  0.107
H -3.075 3.532 2.138  0.071
H -4.236 4.191 3.296  0.092
H -4.819 3.446 1.808  0.067
H -1.270 1.812 1.631  0.091
H -0.813 0.347 2.505  0.082
H -1.641 1.676 3.345  0.074
O 4.343 -1.748 -4.576  0.072
C 5.311 -1.107 -4.909  -0.516
O 5.386 0.167 -4.479  -0.019
C 6.534 1.006 -4.730  -0.221
C 6.486 1.641 -6.100  -0.057
C 6.376 -1.679 -5.803  0.027
H 7.451 0.441 -4.568  0.115
H 6.476 1.761 -3.948  0.123
H 6.531 0.895 -6.893  0.072
H 7.335 2.314 -6.221  0.088
H 5.569 2.219 -6.220  0.086
H 6.030 -1.580 -6.833  0.104
H 6.459 -2.739 -5.582  0.098
H 7.346 -1.202 -5.720  0.076
O -7.580 1.687 3.521  0.101
C -7.552 1.371 2.363  -0.526
O -7.149 2.302 1.466  -0.019
C -6.928 1.989 0.082  -0.242
C -8.207 2.011 -0.725  -0.059
C -7.969 0.002 1.890  0.021
H -6.397 1.041 -0.009  0.112
H -6.252 2.774 -0.256  0.118
H -8.905 1.242 -0.396  0.070
H -7.984 1.837 -1.779  0.083
H -8.695 2.981 -0.631  0.087
H -9.056 -0.001 1.791  0.100
H -7.702 -0.707 2.669  0.095
H -7.534 -0.309 0.946  0.071

---

No. 2
Computed, not measured: a structure of composition C20H46NdP4Se in a non-equilibrium geometry, with ωB97M-V/def2-TZVPD.

Calculated values
HOMO (spin up / spin down) ... -16.17 / -16.17 eV
2S+1 ... 4
Net charge ... +3
Energy above the lowest of the compared OMol25 structures with the same formula, charge and spin ... 0.00 kJ/mol

Last column: Mulliken spin population.
Positions of all 72 atoms, in Å:
Nd 0.820 0.270 -0.109  3.047
P 2.840 -0.364 1.757  -0.007
P -0.399 -2.326 1.349  -0.010
P -0.947 1.451 1.795  -0.013
H 1.540 3.043 -3.599  0.000
C 1.376 3.140 -2.532  0.009
C 0.884 2.231 -1.612  0.006
H -0.057 1.606 -1.807  -0.004
C 4.339 -1.063 0.988  -0.001
C 2.719 -1.176 3.389  0.000
C 3.390 1.360 2.123  0.000
C -1.948 -3.061 0.681  0.000
C 0.683 -3.818 1.270  -0.001
C -0.856 -2.439 3.133  -0.001
C -1.173 3.255 1.644  -0.001
C -0.383 1.221 3.522  0.000
C -2.653 0.784 1.887  -0.001
H 1.761 4.108 -2.169  0.000
H 1.303 2.376 -0.581  -0.003
H 4.555 -0.505 0.067  0.000
H 4.152 -2.107 0.717  0.000
H 5.218 -1.024 1.638  0.000
H 2.372 -2.216 3.268  0.000
H 1.988 -0.651 4.025  0.000
H 3.676 -1.201 3.924  0.000
H 3.404 1.950 1.192  0.000
H 4.399 1.325 2.553  0.000
H 2.715 1.860 2.825  0.000
H -2.224 -3.938 1.283  0.000
H -1.818 -3.367 -0.362  0.000
H -2.752 -2.319 0.730  0.000
H 0.340 -4.547 2.016  0.000
H 1.715 -3.532 1.505  0.000
H 0.653 -4.285 0.279  0.000
H -1.150 -3.476 3.351  0.000
H -1.712 -1.794 3.362  0.000
H -0.006 -2.160 3.767  0.000
H -1.956 3.519 2.370  0.000
H -1.462 3.517 0.613  0.000
H -0.230 3.776 1.872  0.000
H -0.968 1.914 4.142  0.000
H 0.690 1.454 3.609  0.000
H -0.542 0.180 3.840  0.000
H -3.236 1.528 2.451  0.000
H -2.653 -0.177 2.420  0.000
H -3.031 0.633 0.860  0.001
C -2.849 1.652 -2.683  -0.001
C -1.993 2.563 -3.339  0.000
C -2.480 3.841 -3.625  0.000
C -3.758 4.245 -3.218  0.000
C -4.568 3.354 -2.523  0.000
C -4.126 2.059 -2.271  0.000
Se -2.382 -0.168 -2.248  -0.004
H -3.689 -0.581 -1.488  0.000
H -0.951 2.321 -3.577  0.001
H -1.866 4.553 -4.180  0.000
H -4.104 5.265 -3.407  0.000
H -5.565 3.655 -2.189  0.000
H -4.763 1.357 -1.738  0.000
C -0.038 -3.062 -2.366  -0.001
P 1.192 -1.881 -1.804  -0.011
C 2.742 -2.839 -1.876  -0.001
C 1.365 -0.728 -3.218  0.001
H -0.070 -3.923 -1.694  0.000
H 0.231 -3.382 -3.375  0.000
H -1.032 -2.601 -2.393  0.000
H 2.925 -3.099 -2.925  -0.001
H 2.633 -3.747 -1.278  0.000
H 3.571 -2.244 -1.466  0.000
H 1.686 -1.370 -4.040  0.000
H 0.413 -0.257 -3.487  -0.001
H 2.102 0.061 -3.037  -0.001

---

No. 3
Computed, not measured: a structure of composition C20H46OP4SSc in a non-equilibrium geometry, with ωB97M-V/def2-TZVPD.

Calculated values
HOMO (spin up / spin down) ... -15.63 / -15.63 eV
Net charge ... +3
Energy above the lowest of the compared OMol25 structures with the same formula, charge and spin ... 0.00 kJ/mol

Last column: Löwdin charge in e.
Positions of all 73 atoms, in Å:
Sc 0.745 -0.214 -1.209  0.673
P 2.314 1.350 0.287  0.793
P -1.068 0.211 1.060  0.787
P -0.766 1.887 -1.813  0.739
H 2.003 -1.756 -3.404  0.112
C 1.837 -0.674 -3.111  -0.059
C 2.614 0.052 -2.167  -0.205
H 3.380 -0.401 -1.530  0.099
C 3.584 0.358 1.167  -0.220
C 1.864 2.468 1.669  -0.229
C 3.422 2.539 -0.577  -0.227
C -2.575 -0.820 0.791  -0.229
C -0.467 -0.511 2.642  -0.251
C -1.838 1.728 1.762  -0.249
C -0.449 2.400 -3.541  -0.246
C -0.670 3.497 -0.962  -0.222
C -2.559 1.485 -1.880  -0.236
H 1.526 -0.115 -3.988  0.082
H 2.795 1.106 -2.380  0.065
H 4.324 -0.044 0.467  0.060
H 3.123 -0.484 1.697  0.034
H 4.101 0.989 1.901  0.076
H 1.323 1.930 2.453  0.044
H 1.253 3.301 1.308  0.046
H 2.793 2.869 2.097  0.077
H 3.948 2.107 -1.428  0.045
H 4.220 2.901 0.079  0.084
H 2.847 3.385 -0.963  0.063
H -3.153 -0.838 1.725  0.080
H -2.297 -1.845 0.516  0.020
H -3.187 -0.395 -0.013  0.034
H -0.909 0.033 3.489  0.070
H 0.624 -0.405 2.702  0.026
H -0.742 -1.570 2.729  0.047
H -2.333 1.463 2.703  0.071
H -2.578 2.179 1.094  0.044
H -1.059 2.465 1.985  0.038
H -0.909 3.378 -3.723  0.070
H -0.853 1.677 -4.263  0.047
H 0.637 2.475 -3.693  0.049
H -1.171 4.260 -1.573  0.080
H 0.382 3.783 -0.823  0.039
H -1.156 3.447 0.018  0.027
H -3.052 2.116 -2.631  0.078
H -3.048 1.628 -0.909  0.033
H -2.669 0.432 -2.176  0.048
C -1.257 -2.960 -4.183  -0.651
C -2.539 -3.434 -3.866  -0.113
C -2.707 -4.756 -3.497  -0.063
C -1.589 -5.573 -3.336  -0.076
C -0.286 -5.086 -3.513  -0.083
C -0.120 -3.749 -3.899  -0.153
S -1.032 -1.586 -5.227  0.852
H -2.311 -1.263 -5.311  -0.109
H -3.404 -2.794 -4.037  0.108
H -3.713 -5.171 -3.377  0.129
H -1.773 -6.645 -3.170  0.125
H 0.554 -5.773 -3.398  0.116
H 0.881 -3.352 -4.091  0.079
C 2.166 -4.348 -0.662  -0.126
P 1.064 -3.380 0.350  0.671
C -0.607 -4.008 0.308  -0.129
C 1.670 -3.272 2.018  -0.133
O 1.030 -1.925 -0.200  -0.484
H 1.975 -5.413 -0.482  0.089
H 3.210 -4.135 -0.398  0.082
H 1.997 -4.136 -1.723  0.050
H -0.591 -5.069 0.592  0.091
H -1.244 -3.477 1.027  0.052
H -1.022 -3.917 -0.705  0.064
H 2.731 -2.986 1.971  0.077
H 1.097 -2.530 2.591  0.036
H 1.566 -4.259 2.489  0.093

---

No. 4
Computed, not measured: a structure of composition C20H46OP4SeV in a non-equilibrium geometry, with ωB97M-V/def2-TZVPD.

Calculated values
HOMO (spin up / spin down) ... -20.56 / -20.74 eV
2S+1 ... 2
Net charge ... +4
Energy above the lowest of the compared OMol25 structures with the same formula, charge and spin ... 25.56 kJ/mol

Last column: Mulliken spin population.
Positions of all 73 atoms, in Å:
V 0.028 -0.061 -0.539  -0.011
P -1.206 -0.664 1.435  0.000
P 1.131 -2.154 -0.514  -0.004
P -1.721 -0.777 -1.858  -0.002
H 1.173 2.469 -1.199  -0.001
C 0.137 2.114 -1.318  0.001
C -0.745 2.145 -0.202  0.000
H -0.383 2.549 0.748  0.000
C -0.468 -0.060 2.990  0.000
C -1.551 -2.406 1.900  0.000
C -2.886 0.061 1.554  0.000
C 2.390 -2.134 -1.828  0.010
C 2.151 -2.477 0.963  0.000
C 0.351 -3.785 -0.788  0.000
C -2.947 0.557 -2.082  0.000
C -2.795 -2.197 -1.434  0.000
C -1.180 -1.184 -3.544  -0.007
H -0.297 2.248 -2.321  -0.003
H -1.816 2.243 -0.401  0.000
H -0.447 1.037 2.991  0.000
H 0.561 -0.428 3.086  0.000
H -1.068 -0.417 3.838  0.000
H -0.621 -2.961 2.073  0.000
H -2.139 -2.915 1.129  0.000
H -2.132 -2.386 2.832  0.000
H -2.823 1.146 1.426  0.000
H -3.276 -0.166 2.554  0.000
H -3.567 -0.351 0.802  0.000
H 2.984 -3.051 -1.741  0.000
H 3.039 -1.257 -1.715  -0.004
H 1.913 -2.095 -2.817  0.001
H 2.931 -3.189 0.674  0.000
H 1.553 -2.901 1.777  0.000
H 2.612 -1.538 1.292  0.000
H 1.160 -4.522 -0.874  0.000
H -0.222 -3.791 -1.722  0.000
H -0.292 -4.069 0.052  0.000
H -3.613 0.260 -2.901  0.000
H -2.454 1.503 -2.333  0.000
H -3.534 0.699 -1.166  0.000
H -3.459 -2.358 -2.295  0.000
H -3.406 -1.990 -0.548  0.000
H -2.201 -3.103 -1.265  0.000
H -2.059 -1.161 -4.201  0.001
H -0.721 -2.180 -3.569  -0.001
H -0.434 -0.455 -3.900  0.009
C 1.991 2.426 -4.785  0.258
C 1.526 3.610 -4.179  0.004
C 1.588 4.821 -4.886  0.099
C 2.156 4.862 -6.171  0.225
C 2.691 3.692 -6.740  0.047
C 2.614 2.484 -6.051  0.054
Se 1.848 0.661 -4.044  0.293
H 1.253 1.034 -2.659  0.018
H 1.115 3.573 -3.166  0.015
H 1.191 5.740 -4.430  0.005
H 2.189 5.807 -6.725  -0.004
H 3.167 3.720 -7.723  0.006
H 3.021 1.568 -6.476  -0.005
C 3.343 1.271 3.401  0.000
P 2.781 1.786 1.770  0.000
C 1.841 3.308 2.011  0.000
C 4.223 2.157 0.779  0.000
O 1.978 0.679 1.120  0.000
H 3.894 0.328 3.292  0.000
H 2.471 1.113 4.048  0.000
H 3.998 2.020 3.861  0.000
H 2.517 4.067 2.429  0.000
H 1.443 3.675 1.057  0.000
H 1.016 3.141 2.720  0.000
H 4.824 1.247 0.678  0.000
H 3.902 2.487 -0.214  0.000
H 4.822 2.938 1.256  0.000

---

No. 5
Computed, not measured: a structure of composition C20H46P4ScSe in a non-equilibrium geometry, with ωB97M-V/def2-TZVPD.

Calculated values
HOMO ... -15.33 eV
Net charge ... +3
Energy above the lowest of the compared OMol25 structures with the same formula, charge and spin ... 0.00 kJ/mol

Last column: Löwdin charge in e.
Positions of all 72 atoms, in Å:
Sc -0.344 0.341 0.404  0.437
P -1.632 2.537 1.127  0.791
P -2.559 -0.572 -0.992  0.742
P 0.591 1.039 -1.892  0.750
H 2.755 -0.211 2.011  0.089
C 2.436 0.637 1.378  0.113
C 1.167 1.227 1.558  -0.242
H 0.453 0.777 2.302  0.039
C -2.319 2.598 2.840  -0.233
C -3.063 3.251 0.216  -0.235
C -0.567 4.047 1.215  -0.227
C -2.422 -2.218 -1.800  -0.228
C -4.047 -0.851 0.055  -0.243
C -3.288 0.379 -2.387  -0.239
C 2.361 1.502 -1.864  -0.235
C -0.151 2.536 -2.641  -0.219
C 0.592 -0.109 -3.316  -0.222
H 3.309 1.158 0.935  0.113
H 0.898 2.157 1.012  0.025
H -1.549 2.288 3.558  0.051
H -3.174 1.919 2.968  0.054
H -2.646 3.616 3.108  0.080
H -3.885 2.529 0.150  0.044
H -2.775 3.516 -0.809  0.049
H -3.448 4.159 0.706  0.083
H 0.396 3.848 1.694  0.047
H -1.080 4.804 1.821  0.078
H -0.345 4.478 0.232  0.060
H -3.389 -2.453 -2.267  0.079
H -2.183 -3.003 -1.075  0.042
H -1.653 -2.224 -2.579  0.047
H -4.906 -0.944 -0.626  0.072
H -4.225 0.002 0.727  0.040
H -3.972 -1.763 0.661  0.044
H -4.226 -0.122 -2.669  0.074
H -2.631 0.412 -3.268  0.047
H -3.518 1.405 -2.075  0.037
H 2.646 1.776 -2.889  0.077
H 2.961 0.648 -1.519  0.044
H 2.542 2.351 -1.193  0.060
H 0.501 2.857 -3.465  0.080
H -0.233 3.344 -1.899  0.038
H -1.150 2.297 -3.027  0.044
H 1.134 0.364 -4.148  0.081
H -0.426 -0.365 -3.644  0.040
H 1.115 -1.027 -3.014  0.051
C 3.657 -2.532 -0.806  -0.641
C 4.564 -1.924 0.095  -0.160
C 5.792 -1.446 -0.400  -0.065
C 6.092 -1.532 -1.774  -0.053
C 5.135 -2.044 -2.671  -0.067
C 3.896 -2.497 -2.211  -0.158
Se 2.360 -3.823 -0.219  0.859
H 2.605 -3.617 1.240  -0.139
H 4.322 -1.960 1.177  0.092
H 6.531 -1.043 0.290  0.115
H 7.068 -1.218 -2.147  0.119
H 5.400 -2.056 -3.731  0.121
H 3.217 -3.028 -2.917  0.112
C -1.475 -3.212 1.894  -0.228
P -1.028 -1.467 2.216  0.762
C -2.268 -1.017 3.513  -0.225
C 0.393 -1.733 3.335  -0.251
H -2.403 -3.258 1.312  0.035
H -1.618 -3.692 2.870  0.077
H -0.677 -3.733 1.344  0.044
H -2.422 -1.792 4.285  0.086
H -1.991 -0.086 4.024  0.043
H -3.218 -0.848 2.988  0.038
H 0.089 -2.435 4.126  0.083
H 1.222 -2.156 2.757  0.029
H 0.705 -0.786 3.786  0.053

---

No. 6
Computed, not measured: a structure of composition C20H47AlN6O7 in a non-equilibrium geometry, with ωB97M-V/def2-TZVPD.

Calculated values
HOMO ... -13.62 eV
Net charge ... +2
Energy above the lowest of the compared OMol25 structures with the same formula, charge and spin ... 19.47 kJ/mol

Last column: Löwdin charge in e.
Positions of all 81 atoms, in Å:
Al 0.472 -3.458 2.109  1.232
C -0.617 0.541 0.000  -0.020
C 0.750 -0.081 0.209  -0.320
O 0.858 -1.410 0.126  -0.034
H -0.586 1.585 -0.311  0.088
H -1.206 0.388 0.906  0.069
H -1.202 0.070 -0.795  0.089
H 1.295 0.352 1.059  0.132
H 1.365 0.251 -0.669  0.191
C 2.954 3.110 1.654  -0.355
O 2.599 3.993 2.393  0.050
N 3.376 3.293 0.375  -0.203
C 4.159 2.285 -0.287  -0.084
C 3.425 4.597 -0.267  -0.033
H 2.786 2.040 1.850  0.115
H 4.403 1.450 0.376  0.088
H 5.174 2.638 -0.493  0.100
H 3.688 1.913 -1.198  0.078
H 3.041 4.436 -1.286  0.089
H 2.753 5.351 0.123  0.096
H 4.455 4.882 -0.484  0.098
C 2.556 -5.515 -0.677  -0.296
O 1.964 -5.021 0.274  -0.116
N 3.207 -4.850 -1.651  -0.173
C 4.186 -5.536 -2.497  -0.031
C 3.204 -3.407 -1.791  -0.034
H 2.619 -6.587 -0.897  0.151
H 5.196 -5.147 -2.390  0.100
H 3.826 -5.269 -3.499  0.096
H 4.210 -6.622 -2.564  0.101
H 3.157 -3.156 -2.852  0.091
H 2.297 -2.919 -1.429  0.055
H 4.090 -3.040 -1.275  0.109
C -4.400 2.369 -1.171  -0.345
O -5.076 1.461 -1.595  0.030
N -3.398 2.945 -1.882  -0.194
C -2.632 4.081 -1.429  -0.070
C -3.076 2.546 -3.235  -0.051
H -4.402 2.775 -0.149  0.133
H -1.601 3.961 -1.768  0.082
H -2.481 4.106 -0.345  0.085
H -3.058 5.036 -1.736  0.101
H -3.084 3.400 -3.920  0.099
H -2.072 2.131 -3.363  0.076
H -3.837 1.880 -3.635  0.091
C -2.891 -1.715 1.221  -0.326
O -2.062 -2.620 1.186  -0.099
N -3.535 -1.273 2.304  -0.156
C -4.541 -0.241 2.344  -0.027
C -3.234 -1.907 3.602  -0.003
H -3.127 -1.124 0.327  0.145
H -4.659 0.295 1.403  0.089
H -4.275 0.468 3.129  0.090
H -5.506 -0.682 2.601  0.109
H -2.937 -2.947 3.607  0.093
H -2.483 -1.277 4.086  0.077
H -4.108 -1.731 4.230  0.098
C 0.337 -0.343 4.471  -0.314
O 0.223 -0.830 3.336  -0.142
N -0.251 0.744 4.946  -0.153
C -0.171 0.996 6.388  -0.027
C -1.124 1.592 4.174  -0.022
H 0.962 -0.896 5.188  0.149
H -1.062 1.219 6.971  0.102
H 0.445 1.884 6.577  0.102
H 0.443 0.257 6.900  0.092
H -0.872 2.646 4.295  0.107
H -1.147 1.332 3.120  0.072
H -2.142 1.516 4.570  0.095
C -0.408 -2.170 -3.260  -0.272
O -1.238 -2.916 -3.744  0.074
N 0.074 -1.200 -4.112  -0.153
C 1.302 -0.499 -3.809  -0.057
C -0.482 -0.924 -5.449  0.013
H -0.015 -2.209 -2.238  0.121
H 2.179 -0.840 -4.364  0.106
H 1.552 -0.597 -2.751  0.058
H 1.175 0.575 -3.966  0.096
H -1.464 -1.366 -5.560  0.099
H -0.555 0.165 -5.457  0.094
H 0.261 -1.233 -6.183  0.110